Record 1
159
Properties=species:S:1:pos:R:3:forces:R:3 method="wB97M-V/def2-TZVPD" charge=+1 multiplicity=1 gap_ev=7.19
Ca 1.05341 0.40410 -0.00608 -0.7 -0.3 -0.6
N 3.32121 1.56270 2.13512 -0.2 0.4 -0.2
P 3.72566 1.78622 0.47903 1.1 -0.1 0.5
C 4.42807 3.49122 0.45667 -0.4 0.0 -0.3
C 4.52686 4.10520 -0.79272 0.0 -0.1 0.1
C 5.09531 5.36296 -0.92507 0.0 0.0 -0.1
C 5.55575 6.03484 0.19717 0.0 0.0 0.0
C 5.47597 5.42729 1.44215 0.0 0.0 0.0
C 4.93016 4.15853 1.56870 0.0 0.0 0.1
C 5.34446 0.93681 0.33913 -0.2 -0.1 -0.2
C 5.83312 0.73689 -0.95004 -0.1 0.0 0.1
C 7.08066 0.16679 -1.14429 0.0 0.0 0.0
C 7.84249 -0.21612 -0.04933 0.0 0.0 0.0
C 7.35207 -0.03404 1.23555 0.0 0.0 0.0
C 6.10451 0.53878 1.43054 -0.1 0.0 0.0
P 1.72181 1.11785 2.53468 0.4 0.8 1.3
C 1.91205 0.66940 4.28941 0.0 -0.3 -0.1
C 0.78715 0.68005 5.11374 0.0 0.0 -0.1
C 0.89574 0.31545 6.44410 0.0 0.0 0.0
C 2.12610 -0.06735 6.96254 0.0 0.0 0.0
C 3.24314 -0.09553 6.14260 0.0 0.0 0.1
C 3.13676 0.25730 4.80516 0.0 0.0 -0.1
C 0.80150 2.69594 2.72619 -0.1 -0.1 0.0
C 1.40457 3.90724 3.04497 0.0 0.0 0.0
C 0.64328 5.06209 3.14993 0.0 0.0 0.0
C -0.72956 5.01492 2.94413 0.0 0.0 0.0
C -1.34137 3.80746 2.63695 -0.1 0.0 0.0
C -0.57749 2.65651 2.52321 0.2 0.0 0.1
H 3.76520 2.19428 2.79177 0.1 -0.2 0.1
H 4.15431 3.58280 -1.66776 0.0 0.0 0.0
H 5.18201 5.81634 -1.90461 0.0 0.0 0.0
H 5.98125 7.02487 0.10055 0.0 0.0 0.0
H 5.85216 5.93935 2.31813 0.0 0.0 0.0
H 4.93269 3.70420 2.55395 0.0 0.0 0.0
H 5.22739 1.02540 -1.80396 0.0 0.0 0.0
H 7.45529 0.01055 -2.14746 0.0 0.0 0.0
H 8.81579 -0.66487 -0.19767 0.0 0.0 0.0
H 7.94112 -0.34264 2.08966 0.0 0.0 0.0
H 5.71268 0.66004 2.43394 0.0 0.0 0.0
H -0.17292 0.98302 4.71262 0.0 0.0 0.1
H 0.02282 0.33533 7.08323 0.0 0.0 0.0
H 2.20988 -0.35072 8.00329 0.0 0.0 0.0
H 4.20174 -0.39493 6.54583 0.0 0.0 0.0
H 4.00325 0.19110 4.15944 0.0 0.0 0.0
H 2.47305 3.96950 3.21556 0.0 0.0 0.0
H 1.12281 6.00157 3.39533 0.0 0.0 0.0
H -1.32295 5.91650 3.02799 0.0 0.0 0.0
H -2.41243 3.76488 2.48009 0.0 0.0 0.0
H -1.05232 1.71347 2.26761 -0.1 0.0 0.0
C 1.35692 6.20956 -1.62667 0.0 0.0 -0.1
C 1.20446 5.07761 -0.62464 0.1 -0.2 -0.1
S 1.10546 3.45912 -1.43843 -0.2 1.0 -0.4
O 0.80798 2.49834 -0.31024 -0.5 0.9 -0.2
C -0.47476 3.65010 -2.32245 0.2 0.1 0.2
C -1.57499 4.29301 -1.49973 0.0 0.0 0.0
H 1.48069 7.15253 -1.09566 0.0 0.0 0.0
H 0.49117 6.30471 -2.28170 0.0 0.0 0.0
H 2.24161 6.06285 -2.24870 0.0 0.0 0.0
H 0.32675 5.16537 0.01532 0.0 0.0 0.0
H 2.08539 5.00236 0.01271 0.0 -0.1 0.0
H -0.73784 2.62461 -2.59093 0.1 0.0 -0.1
H -0.24844 4.20554 -3.23421 0.0 -0.1 0.0
H -1.64756 3.80772 -0.52564 0.0 0.0 0.0
H -2.52790 4.16808 -2.01185 0.0 0.0 0.0
H -1.41667 5.36109 -1.35928 0.0 0.0 0.0
C -4.19709 -6.52402 0.18240 0.1 0.0 0.0
C -3.17755 -5.47769 -0.17408 -0.1 0.0 -0.1
C -2.52007 -4.74347 0.79889 -0.1 0.0 -0.1
C -1.55156 -3.79119 0.48677 0.1 0.1 0.0
C -0.97127 -3.00825 1.63812 0.1 -0.1 -0.1
C -1.18685 -3.59711 -0.85638 0.0 0.1 0.0
As 0.13566 -2.26743 -1.53929 0.0 -0.3 0.0
N 1.26944 -1.67756 -0.23103 0.1 -1.4 0.0
C 2.18714 -2.48233 0.42373 0.2 -0.5 0.1
C 3.30602 -1.89654 1.04322 -0.2 0.0 -0.2
C 4.23742 -2.64796 1.73698 0.1 0.1 0.1
C 4.09601 -4.02284 1.84503 0.0 -0.1 0.0
C 3.00319 -4.62873 1.23763 0.1 0.0 0.1
C 2.07308 -3.87781 0.54202 -0.1 0.2 0.0
C 1.47816 -3.27646 -2.63005 0.1 0.1 0.0
C 1.78518 -4.64497 -2.67287 -0.1 0.0 0.0
C 1.02216 -5.76180 -2.00027 0.0 0.1 0.0
C 2.89259 -5.08042 -3.40490 0.0 0.1 0.0
C 3.71467 -4.22135 -4.10356 0.0 -0.1 0.0
C 4.91371 -4.71762 -4.86250 -0.1 0.0 0.0
C 3.39238 -2.87032 -4.08009 0.0 -0.1 0.0
C 2.30563 -2.39407 -3.36674 -0.1 0.1 0.0
C 2.07240 -0.89783 -3.42229 0.0 -0.1 0.0
C -1.90832 -4.28002 -1.85359 0.1 0.1 -0.1
C -1.63399 -4.05886 -3.32105 0.0 0.0 0.1
C -2.87472 -5.20904 -1.50314 -0.1 0.0 0.1
H -4.49297 -6.44726 1.22787 0.0 0.0 0.0
H -3.78521 -7.52192 0.01961 0.0 0.0 0.0
H -5.08641 -6.43168 -0.44227 0.0 0.0 0.0
H -2.77840 -4.89946 1.84151 0.0 0.0 0.0
H -1.64113 -3.05569 2.49694 0.0 0.0 0.0
H -0.81800 -1.96617 1.36709 0.0 0.1 0.0
H -0.00561 -3.40862 1.94662 0.1 0.0 0.0
H 3.45428 -0.82631 0.93984 0.1 0.0 0.0
H 5.09416 -2.15619 2.18445 0.0 0.0 0.0
H 4.82470 -4.61230 2.38501 0.0 0.0 0.0
H 2.87426 -5.70208 1.31562 0.0 0.0 0.0
H 1.21787 -4.36084 0.09474 0.0 -0.1 0.0
H 0.17446 -5.42228 -1.42425 -0.1 0.0 0.1
H 1.68883 -6.31551 -1.33614 0.0 0.0 0.0
H 0.66145 -6.46432 -2.75458 0.0 0.0 0.0
H 3.11103 -6.14364 -3.41210 0.0 0.0 0.0
H 4.97821 -5.80375 -4.82388 0.0 0.0 0.0
H 5.83064 -4.30460 -4.43846 0.0 0.0 0.0
H 4.86400 -4.41201 -5.90864 0.0 0.0 0.0
H 4.00991 -2.17136 -4.63528 0.0 0.0 0.0
H 2.68376 -0.45568 -4.20805 0.0 0.0 0.0
H 2.35270 -0.43226 -2.47047 0.0 0.0 0.0
H 1.02668 -0.66703 -3.62664 0.0 0.1 0.0
H -1.30923 -3.03598 -3.51920 -0.1 0.0 -0.1
H -2.53035 -4.25757 -3.90788 0.0 0.0 0.0
H -0.84662 -4.72819 -3.67517 0.0 0.1 0.0
H -3.40832 -5.73757 -2.28727 0.0 0.0 0.0
C -4.58432 3.36952 0.36687 0.0 -0.1 0.0
C -5.33477 2.42092 -0.58112 0.1 -0.1 0.0
C -6.83837 2.48727 -0.27153 0.0 -0.1 0.0
C -5.11786 2.94643 -2.00912 0.0 -0.1 0.1
Si -4.70993 0.59937 -0.41888 0.1 0.1 0.0
Br -2.36465 0.79849 -0.34372 -0.2 0.0 0.0
C -4.99123 -0.48219 -1.98049 0.0 0.1 0.1
C -4.10436 -0.05463 -3.16029 0.0 0.0 0.0
C -4.64865 -1.94357 -1.67506 0.0 0.0 0.0
C -6.46704 -0.40025 -2.40381 0.0 0.1 0.1
C -5.17159 -0.21960 1.25907 0.1 0.1 -0.1
C -5.06089 0.78298 2.41714 0.0 0.0 -0.1
C -4.24337 -1.39230 1.59102 0.0 -0.1 0.0
C -6.61643 -0.74159 1.19270 0.0 0.1 -0.1
H -4.92383 4.39516 0.19112 0.0 0.0 0.0
H -3.51214 3.33486 0.17993 0.0 0.0 0.1
H -4.75941 3.14055 1.41725 0.0 0.0 -0.1
H -7.19453 3.51063 -0.42130 0.0 0.0 0.0
H -7.06054 2.21689 0.76099 0.0 0.0 0.0
H -7.41594 1.83413 -0.92943 0.0 0.1 0.1
H -5.37175 4.00987 -2.04325 0.0 0.0 0.0
H -5.74917 2.43384 -2.73498 0.1 0.0 0.0
H -4.07664 2.83951 -2.31862 0.0 0.0 0.0
H -3.04998 -0.23435 -2.94533 0.0 0.0 0.0
H -4.23351 0.99183 -3.43422 0.0 -0.1 0.0
H -4.36689 -0.65933 -4.03352 0.0 0.0 0.0
H -3.62009 -2.04814 -1.32706 0.1 -0.1 0.0
H -4.74759 -2.53398 -2.59115 0.0 0.0 0.0
H -5.31555 -2.38406 -0.93272 0.0 0.0 -0.1
H -6.75093 0.60656 -2.71466 0.0 -0.1 0.0
H -7.13706 -0.70927 -1.59807 0.0 0.0 -0.1
H -6.63872 -1.06849 -3.25180 0.0 0.0 0.0
H -4.05115 1.19408 2.49708 0.0 0.0 0.0
H -5.28458 0.26670 3.35488 0.0 0.0 0.0
H -5.76889 1.60656 2.32544 0.0 0.0 0.0
H -3.20328 -1.07366 1.65860 0.0 0.0 0.0
H -4.30383 -2.19800 0.86398 0.1 0.0 0.0
H -4.52712 -1.80665 2.56422 0.0 0.0 0.0
H -7.33107 0.04862 0.95262 0.0 -0.1 0.0
H -6.89513 -1.15945 2.16396 0.0 0.0 0.0
H -6.72387 -1.53550 0.45165 0.0 0.0 0.1

Record 2
25
Properties=species:S:1:pos:R:3:forces:R:3 method="wB97M-V/def2-TZVPD" charge=0 multiplicity=1 smiles=Nc1cccc(Oc2ccccc2)c1 gap_ev=9.22
N -2.63612 -3.19796 -1.34074 1.8 -3.0 1.7
C -1.47226 -2.66630 -0.76519 1.9 1.4 0.0
C -0.66960 -3.35750 0.16316 -1.3 -0.5 0.9
C 0.46089 -2.77080 0.82151 -2.0 0.1 -1.6
C 0.84649 -1.52611 0.39445 -0.3 1.2 -0.2
C 0.09583 -0.80258 -0.59173 1.3 -1.0 0.6
O 0.74408 0.37954 -1.02786 -1.7 -1.6 -0.3
C 0.70136 1.48976 -0.25450 1.4 -0.3 0.1
C 0.18221 1.56901 1.01740 0.0 0.0 -0.6
C 0.26779 2.78438 1.65108 -0.3 0.6 1.1
C 0.87826 3.87699 1.08851 0.6 -0.8 -1.9
C 1.47193 3.73428 -0.16782 0.8 0.3 -1.0
C 1.47612 2.51401 -0.78644 -0.8 -0.3 -0.6
C -1.06090 -1.34565 -1.15962 0.9 -0.5 1.8
H -3.07631 -2.58336 -1.92652 -1.2 1.6 -1.8
H -2.44070 -4.10916 -1.79665 -0.5 1.0 0.5
H -1.19233 -4.26537 0.56289 1.1 0.6 -0.4
H 0.92865 -3.19575 1.68231 0.2 -0.6 0.2
H 1.63622 -0.98169 0.93604 -0.2 -0.3 -0.6
H -0.18431 0.70676 1.52975 -0.5 -0.3 0.1
H -0.17299 2.85713 2.63426 0.1 0.1 0.2
H 1.03190 4.81126 1.50369 -0.3 1.6 1.4
H 1.97188 4.52122 -0.78072 -0.4 -0.2 1.3
H 1.97906 2.29211 -1.73231 -0.2 0.4 0.3
H -1.76714 -0.73421 -1.65496 -0.3 0.6 -1.1

Record 3
78
Properties=species:S:1:pos:R:3:forces:R:3 method="wB97M-V/def2-TZVPD" charge=-2 multiplicity=5 s2=6.13 gap_ev="6.32 / 6.46"
Fe 0.36752 2.25440 0.75555 -0.1 0.6 -0.2
O 0.41112 5.68407 -1.25982 0.0 0.2 -0.1
C 0.64108 4.55482 -0.84962 0.1 0.0 -0.1
O 0.30940 4.13089 0.32460 0.0 -0.1 0.0
C 1.43587 3.57978 -1.71144 0.0 -0.1 0.0
C 2.54908 2.92898 -0.87951 0.0 0.0 0.1
C 3.48821 2.20304 -1.84220 0.0 0.1 0.1
C 2.75587 1.04321 -2.53744 0.0 0.2 -0.1
C 1.27511 1.17486 -2.47723 -0.2 0.0 0.0
O 2.06885 2.02896 0.08315 0.3 0.0 -0.4
C 0.57984 2.49960 -2.45811 0.0 0.0 0.0
C -0.85509 2.27848 -1.92678 0.1 0.0 0.2
O -1.80758 2.44242 -2.68099 0.0 0.0 -0.1
O -0.95206 1.84280 -0.71438 0.0 0.1 -0.1
H 1.90975 4.20431 -2.47293 0.0 0.0 0.0
H 3.11110 3.74034 -0.38750 0.0 0.0 0.0
H 4.35424 1.82467 -1.29354 0.0 0.0 0.0
H 3.85953 2.92383 -2.57997 0.0 0.0 0.1
H 3.03277 0.11072 -2.06276 0.1 -0.2 0.1
H 3.11411 0.95832 -3.57683 0.0 0.0 0.0
H 0.68350 0.30719 -2.20960 0.0 0.1 0.0
H 0.45036 2.86314 -3.48503 -0.1 0.0 0.0
C 2.54612 -4.51602 -0.66547 0.1 0.0 0.0
Si 2.19303 -2.65451 -0.73897 -0.1 0.1 0.1
C 3.66316 -1.75693 0.01315 0.0 0.0 -0.1
C 2.07032 -2.28484 -2.58645 0.0 -0.1 0.0
Si 0.25807 -2.10660 0.47706 0.0 0.0 0.0
Te 0.24353 -0.06486 1.89464 0.0 -0.4 0.2
Si -1.65832 -2.42310 -0.83117 0.2 -0.1 0.1
C -3.18052 -2.45831 0.27738 0.0 0.0 -0.1
C -1.88454 -1.09774 -2.12601 -0.2 0.0 0.0
C -1.53927 -4.10265 -1.70822 -0.1 0.0 0.0
Si 0.18072 -3.68944 2.21663 0.0 0.0 -0.2
C -1.15273 -3.29430 3.48466 0.0 -0.1 0.0
C -0.18384 -5.45231 1.61821 0.0 0.0 0.2
C 1.84169 -3.72204 3.11515 -0.1 -0.1 0.0
H 3.44173 -4.73465 -1.25774 0.0 0.0 0.0
H 1.72025 -5.09854 -1.07897 0.0 0.0 0.0
H 2.72810 -4.85913 0.35414 0.0 0.0 0.0
H 4.56966 -1.92329 -0.57832 0.0 0.0 0.0
H 3.84476 -2.10278 1.03312 0.0 0.0 0.0
H 3.46591 -0.68480 0.07248 0.0 0.1 0.0
H 3.04589 -2.43247 -3.06187 0.0 0.0 0.0
H 1.74587 -1.26947 -2.79922 0.0 -0.1 0.0
H 1.36115 -2.96671 -3.06214 0.0 0.0 0.0
H -3.20909 -1.56192 0.89933 0.0 0.0 0.0
H -3.18993 -3.33163 0.93301 0.0 0.0 0.0
H -4.08716 -2.48040 -0.33534 0.0 0.0 0.0
H -1.96709 -0.11311 -1.65991 0.0 0.0 0.0
H -2.80572 -1.28133 -2.69006 0.0 0.0 0.0
H -1.05833 -1.06894 -2.83876 0.0 0.0 0.0
H -1.39533 -4.92989 -1.01158 0.0 0.0 0.0
H -0.71075 -4.11328 -2.41930 0.0 0.0 0.0
H -2.46068 -4.28881 -2.27098 0.0 0.0 0.0
H -2.14974 -3.40459 3.05511 0.0 0.0 0.0
H -1.05819 -2.26940 3.84278 0.0 0.0 0.0
H -1.06949 -3.97735 4.33713 0.0 0.0 0.0
H -1.18735 -5.51716 1.19222 0.0 0.0 0.0
H -0.14192 -6.14372 2.46768 0.0 0.0 0.0
H 0.52627 -5.79778 0.86665 0.0 0.0 0.0
H 2.13290 -2.71100 3.40483 0.0 0.0 0.0
H 2.62901 -4.13239 2.47963 0.0 0.0 0.0
H 1.77922 -4.33836 4.01787 0.0 0.0 0.0
O -2.10435 6.41529 3.35416 -0.1 0.0 0.0
C -2.69723 5.58125 2.44436 0.0 0.1 0.0
C -3.77623 6.04870 1.69729 0.0 0.0 0.0
C -4.37624 5.25364 0.73418 0.0 0.0 0.0
C -3.90087 3.97238 0.51451 0.0 0.0 0.0
C -2.83092 3.51270 1.26782 -0.1 0.1 0.0
C -2.20502 4.28927 2.23631 0.0 0.0 0.0
C -1.02204 3.73062 3.00709 0.1 0.1 0.0
O -0.75862 4.16765 4.11758 -0.1 -0.1 0.0
O -0.38281 2.75509 2.45026 -0.1 -0.1 0.2
H -2.53039 7.27351 3.26509 0.0 0.0 0.0
H -4.12705 7.06474 1.86309 0.0 0.0 0.0
H -5.19796 5.64886 0.14789 0.0 0.0 0.0
H -4.31573 3.33930 -0.25869 0.0 0.0 0.0
H -2.45449 2.52469 1.06908 0.1 -0.2 0.0

Summary of energy relative to the best compared isomer or geometry (same formula, charge and spin) in kcal/mol
32.7 25.7 60.6
(order as listed above)